No. 1
Below is a cluster of 7 separate species, C21H56O21S7 in total in a non-equilibrium geometry, with properties calculated with ωB97M-V with the def2-TZVPD basis set.

The total charge is 0. The value obtained for the total energy is -141521.161 eV. The energy above the lowest of the compared OMol25 structures with the same formula, charge and spin comes out at 5.563 eV. The value obtained for the HOMO energy is -11.05 eV.

The geometry in XYZ format:
```
105
Properties=species:S:1:pos:R:3:forces:R:3
C -4.9338 -0.8087 -5.2677 0.762 -0.144 -0.536
C -3.9065 0.2921 -5.5922 -0.685 -0.160 0.506
O -2.7064 -0.2729 -6.1276 1.962 0.144 -0.245
S -1.2666 0.5905 -6.1162 -1.553 1.880 -1.049
C -1.8672 2.0228 -7.2062 -0.494 -0.241 1.564
O -0.9664 1.0515 -4.7502 -0.501 -1.144 -2.439
O -0.3448 -0.1096 -6.9807 -0.815 0.017 1.693
H -4.7274 -1.2053 -4.2736 -0.520 -0.044 -0.065
H -4.8875 -1.6259 -5.9876 0.496 -0.088 -0.018
H -5.9480 -0.4522 -5.4477 0.008 0.319 0.741
H -4.3928 0.9552 -6.3076 0.459 0.263 -0.169
H -3.6455 0.8226 -4.6764 -0.132 0.257 -0.056
H -2.6159 2.5772 -6.6405 -0.017 -0.129 0.339
H -2.4158 1.6222 -8.0587 0.623 -0.268 -0.077
H -1.1150 2.7760 -7.4406 0.388 -0.663 -0.115
C 10.2209 -0.8740 -4.2973 0.499 -0.086 1.588
C 8.7148 -0.8931 -4.0770 0.596 0.427 -1.636
O 8.3614 -1.0394 -2.7097 -1.578 0.537 0.851
S 6.7987 -0.5216 -2.1969 1.233 -2.383 -0.245
C 7.1515 1.2938 -2.1347 -0.125 -1.465 -0.342
O 5.8374 -0.8978 -3.2389 1.572 1.295 1.560
O 6.6539 -1.1234 -0.8655 0.403 1.682 -2.397
H 10.6122 -0.0363 -3.7200 0.255 -0.006 0.128
H 10.5691 -0.7077 -5.3167 -0.589 -0.223 -0.135
H 10.6682 -1.7827 -3.8944 0.165 -0.027 -0.140
H 8.4592 0.0863 -4.4814 -0.981 0.005 0.078
H 8.3259 -1.6852 -4.7169 -0.634 0.054 0.317
H 6.1490 1.7146 -2.0569 0.390 0.456 0.216
H 7.6829 1.5655 -3.0468 -0.567 -0.132 -0.296
H 7.8909 1.4818 -1.3562 -0.661 -0.140 0.460
C -8.7052 1.4202 -2.2735 0.417 -0.249 0.417
C -9.5359 0.1701 -1.9705 0.210 0.556 -0.966
O -8.6381 -0.9811 -2.0419 -1.605 -1.303 1.465
S -9.1707 -2.3094 -1.1246 1.929 -2.207 -1.190
C -10.8893 -2.5299 -1.7543 1.060 0.194 0.033
O -8.3659 -3.4655 -1.5930 -1.717 2.828 0.667
O -9.1281 -2.0091 0.2889 -0.496 0.358 -1.369
H -9.2627 2.2755 -2.6554 -0.515 -0.006 0.778
H -7.9341 1.3659 -3.0420 0.025 -0.951 -0.006
H -8.2004 1.5739 -1.3198 0.172 0.879 -0.227
H -10.0002 0.2886 -0.9915 0.300 -0.229 0.224
H -10.3659 0.0807 -2.6714 0.134 -0.427 -0.289
H -11.2569 -3.5537 -1.6859 0.426 0.006 0.800
H -10.7962 -2.4004 -2.8325 -0.159 0.655 0.088
H -11.4996 -1.8145 -1.2031 -0.164 -0.095 -0.437
C 0.2487 -5.8273 2.2362 0.380 0.914 -2.355
C 0.4883 -6.4741 3.4988 -1.145 -0.161 3.769
O 1.0384 -7.7613 3.4345 1.105 -2.355 -0.665
S 0.9908 -8.8473 4.6623 -1.035 2.584 0.066
C -0.7912 -9.3831 4.4718 0.525 0.199 1.250
O 1.7965 -9.9527 4.2396 -0.192 0.743 0.510
O 1.2418 -8.0373 5.8799 -0.733 -2.333 -2.243
H 1.1861 -5.5611 1.7477 -0.002 -0.204 -0.325
H -0.2772 -4.8807 2.3606 -0.051 -0.031 0.373
H -0.3767 -6.4264 1.5743 0.183 -0.120 -0.090
H 1.0815 -5.9030 4.2130 0.163 0.303 -0.232
H -0.4820 -6.5851 3.9828 -0.304 0.087 0.293
H -1.1290 -9.4376 3.4369 0.542 0.158 0.043
H -1.4260 -8.7242 5.0642 0.162 0.331 -0.232
H -0.9124 -10.3528 4.9545 0.401 -0.107 -0.161
C 7.7264 6.7680 0.1602 1.823 0.833 0.648
C 6.6722 7.4138 1.0181 -0.064 -2.131 -0.004
O 5.6221 7.7058 0.0895 -2.131 0.557 0.264
S 4.0685 7.8056 0.6869 1.192 0.258 0.500
C 3.6086 6.0093 0.9355 0.181 0.874 -0.705
O 4.2413 8.4518 1.9709 -0.691 -0.578 -0.810
O 3.2490 8.4008 -0.3501 1.114 -1.133 1.140
H 8.1351 7.4524 -0.5832 -0.676 -0.253 -0.685
H 7.4717 5.7601 -0.1673 -0.172 0.392 -0.395
H 8.6314 6.6810 0.7615 0.029 -0.437 0.483
H 6.3684 6.5847 1.6571 -0.507 0.084 0.360
H 7.0156 8.1704 1.7236 -0.306 0.681 -0.734
H 3.9847 5.5408 1.8450 0.234 0.582 0.004
H 4.0141 5.4995 0.0616 -0.130 -0.002 0.014
H 2.5209 5.9390 0.9306 0.086 0.241 -0.081
C 1.1153 -1.7265 7.2406 0.637 -0.090 0.434
C -0.1963 -1.0106 6.9861 -0.627 -1.118 -0.361
O -0.1797 0.1611 7.7677 -1.270 2.360 1.256
S -1.5296 1.1573 7.8367 -0.376 -0.341 -0.650
C -1.4973 1.7814 6.1050 -0.197 -0.405 0.553
O -2.7133 0.2876 8.0011 2.298 1.755 -0.124
O -1.2619 2.3017 8.7164 -0.194 -2.642 -1.334
H 1.2089 -2.0174 8.2869 -0.539 0.017 0.195
H 2.0118 -1.1169 7.1279 -0.182 0.213 -0.633
H 1.2321 -2.6653 6.6993 -0.182 0.216 -0.360
H -0.4723 -0.7631 5.9611 0.833 0.064 -0.358
H -1.0084 -1.6871 7.2526 -0.164 0.094 0.590
H -0.5731 2.3177 5.8892 -0.021 -0.112 0.357
H -2.3531 2.4371 5.9447 0.013 -0.071 0.291
H -1.5904 0.9232 5.4395 -0.012 0.054 0.106
C -2.6439 2.6094 -1.0668 0.264 -0.362 -0.090
C -1.7286 1.5255 -0.5444 -1.617 -1.248 0.580
O -0.4470 1.9871 -0.2366 2.474 -0.055 0.549
S 0.5616 0.9596 0.5620 1.307 -0.647 1.165
C 0.5023 -0.5283 -0.5103 -0.491 1.068 1.424
O 1.9186 1.4977 0.4196 -2.492 -0.291 0.299
O 0.0487 0.6343 1.9149 0.583 0.888 -2.833
H -2.1092 3.1877 -1.8203 -0.065 0.465 0.339
H -3.0699 3.1522 -0.2230 0.211 0.507 -0.387
H -3.4596 2.1356 -1.6128 -0.107 -0.120 0.162
H -2.1172 1.1306 0.3943 -0.455 -0.173 0.008
H -1.7077 0.6910 -1.2453 0.316 0.091 -0.233
H 0.7755 -0.0965 -1.4731 -0.236 -0.675 -0.159
H -0.4982 -0.9301 -0.3505 -0.075 0.098 -0.737
H 1.1669 -1.2921 -0.1064 0.411 0.483 -0.121
```
Forces are in eV/Å.



No. 2
Below is a structure of composition C21H57F6NO14S2V2 in a non-equilibrium geometry, with properties calculated with ωB97M-V with the def2-TZVPD basis set.

The total charge is +2. The value obtained for the total energy is -142187.104 eV. Its multiplicity is 7. The value obtained for the HOMO energy (alpha / beta) is -12.89 / -12.89 eV.

The geometry in XYZ format:
```
103
Properties=species:S:1:pos:R:3:forces:R:3
V -10.9332 27.3365 -27.8498 1.118 -0.497 -1.175
V -12.1095 29.3822 -25.4547 3.204 -0.870 0.974
C -9.3016 30.0881 -26.6959 0.426 0.500 0.249
O -10.3661 29.1499 -26.7792 -2.316 -0.770 0.015
H -8.3938 29.7498 -27.2014 -0.252 -0.201 -0.176
H -9.5729 31.0592 -27.1182 -0.073 -0.115 -0.085
H -8.9995 30.2486 -25.6535 -0.199 -0.106 -0.023
C -8.6555 26.5676 -24.5542 -0.483 -0.197 0.840
F -8.5482 27.8667 -24.3176 -0.039 0.215 -0.218
F -7.8897 26.2065 -25.5336 0.387 0.058 -0.915
F -8.3648 25.8987 -23.4752 0.112 -0.199 0.450
S -10.4800 26.1744 -24.9131 -0.764 1.764 -0.783
O -10.9307 25.2369 -23.9527 0.031 -0.319 -0.535
O -11.1796 27.4736 -24.8137 -0.518 0.408 -0.617
N -10.5707 25.7790 -26.5461 0.605 0.572 3.366
S -10.2264 24.1945 -26.5995 -0.333 -2.376 -1.850
O -9.9776 23.8331 -27.9546 -0.167 0.531 -0.223
O -9.3072 23.7443 -25.6177 -0.032 0.563 0.669
C -11.9482 23.4632 -26.2338 0.063 -0.393 -1.231
F -12.0457 22.8852 -25.0727 0.001 0.253 0.336
F -12.8845 24.4333 -26.3948 0.196 -0.236 0.492
F -12.1764 22.5584 -27.1906 0.069 0.180 0.311
C -9.5014 30.1385 -21.8936 0.214 -0.463 -0.037
C -10.8316 29.4995 -22.2612 0.775 1.215 0.373
O -11.2522 30.0656 -23.5723 -0.688 -0.214 -1.360
H -9.4077 31.1943 -22.1627 -0.248 0.004 0.054
H -8.6809 29.5955 -22.3587 0.078 0.103 -0.084
H -9.3611 30.0618 -20.8192 -0.014 0.015 0.134
H -11.5866 29.8039 -21.5439 -0.256 -0.394 -0.052
H -10.6971 28.4321 -22.3443 -0.515 -0.211 -0.177
H -11.0047 31.0017 -23.5670 0.026 -0.102 0.188
C -6.9693 21.9816 -29.1697 -0.936 0.061 -0.446
C -7.6210 20.8158 -29.9076 0.036 0.137 -0.498
O -6.7466 19.6923 -30.0019 -0.336 0.418 -0.101
H -6.0402 22.2580 -29.6675 0.351 -0.310 0.470
H -6.9189 21.7217 -28.1153 0.656 0.245 0.063
H -7.5919 22.8779 -29.2830 -0.208 -0.175 0.186
H -7.9397 21.1538 -30.9052 0.150 -0.151 0.003
H -8.5402 20.4755 -29.4272 0.159 -0.019 0.244
H -6.1370 19.8881 -30.7217 0.106 -0.230 0.126
C -15.1646 23.3864 -23.8387 1.156 -0.238 -0.554
C -16.2285 24.0201 -24.7349 0.522 -0.320 1.880
O -17.3978 23.2349 -24.7536 -0.037 -0.032 -0.612
H -14.1947 23.8994 -23.9235 -0.275 0.309 -0.021
H -14.9288 22.3961 -24.2415 -0.260 -0.174 0.323
H -15.3520 23.3337 -22.7669 -0.510 -0.050 -0.077
H -15.7577 24.0764 -25.7141 -0.586 0.234 -0.337
H -16.4657 24.9953 -24.2942 0.039 0.284 -0.579
H -17.4746 22.7729 -23.9141 -0.046 0.015 0.014
C -13.5196 24.3737 -30.5531 -0.061 0.369 -0.213
C -12.1821 24.6928 -29.8914 -0.771 -1.428 -0.270
O -12.3185 25.8131 -28.9674 0.460 0.815 0.288
H -14.1260 23.6708 -29.9820 0.005 0.183 0.207
H -13.3775 23.9122 -31.5301 0.166 -0.002 0.028
H -14.0773 25.2970 -30.7309 -0.071 -0.092 -0.011
H -11.4321 24.8520 -30.6615 0.174 0.728 0.290
H -11.8855 23.8122 -29.3248 0.317 0.226 0.027
H -13.1337 25.6332 -28.4784 0.089 0.004 -0.062
C -4.7428 25.8174 -23.4433 0.976 -0.340 -1.382
C -4.1300 25.7227 -22.0559 -0.864 -0.492 0.436
O -4.9791 24.9254 -21.2068 0.219 0.291 -0.001
H -5.8170 25.6541 -23.4880 -0.135 0.508 0.464
H -4.3794 25.0470 -24.1365 0.156 -0.230 0.434
H -4.4138 26.7250 -23.9621 -0.448 0.220 0.227
H -3.9842 26.7217 -21.6365 0.008 -0.068 0.087
H -3.1778 25.1994 -22.0310 0.102 0.144 -0.293
H -5.6638 25.4958 -20.8471 -0.011 -0.025 0.024
C -8.7196 25.0098 -19.2858 -0.590 -0.805 -0.345
C -9.1217 26.3912 -19.7807 -0.055 -0.155 0.535
O -10.5455 26.6071 -19.7402 0.873 -0.128 -0.206
H -7.6462 24.8276 -19.3590 -0.007 0.152 0.158
H -9.2094 24.2148 -19.8596 0.133 0.205 -0.371
H -9.0779 24.7906 -18.2778 0.297 0.517 0.184
H -8.7245 26.5760 -20.7938 -0.113 -0.108 0.079
H -8.6345 27.1016 -19.1064 -0.336 0.293 -0.160
H -10.9332 25.7794 -20.0681 -0.157 0.106 -0.082
C -7.3516 20.4027 -23.3738 1.196 -0.187 -0.684
C -7.8766 20.1408 -24.7711 -1.148 1.076 -1.042
O -6.8672 19.6001 -25.6272 -0.151 0.200 0.632
H -8.1381 20.4042 -22.6280 0.075 -0.126 0.149
H -6.7807 21.3357 -23.3416 -0.442 0.217 -0.024
H -6.5461 19.6857 -23.1869 -0.542 -0.407 0.414
H -8.2521 21.1064 -25.1837 0.498 -0.103 0.024
H -8.8219 19.5746 -24.8219 0.561 -0.622 0.465
H -7.2583 19.3298 -26.4623 -0.046 -0.026 0.014
C -12.3131 22.7795 -19.7086 -0.152 0.189 -0.098
C -11.9934 22.9924 -21.1689 0.608 0.497 0.250
O -11.4469 24.3323 -21.3271 -0.320 -0.452 -0.337
H -11.4341 22.9664 -19.0914 0.074 -0.040 -0.081
H -12.6232 21.7481 -19.5476 -0.118 0.033 0.073
H -13.0925 23.4677 -19.3804 -0.085 -0.121 0.030
H -12.8664 22.9187 -21.8221 -0.044 -0.268 0.147
H -11.2290 22.2629 -21.4598 -0.144 0.051 -0.244
H -11.4241 24.5023 -22.2797 0.120 0.017 0.554
C -7.1320 25.8823 -29.0787 0.384 0.368 -0.028
C -7.9703 27.1343 -29.1896 -0.658 0.386 -0.056
O -9.4056 26.7683 -29.3075 -0.482 0.830 0.765
H -6.2948 26.0338 -28.3967 0.086 0.111 -0.136
H -6.7309 25.6257 -30.0570 -0.008 -0.288 0.062
H -7.7030 25.0559 -28.6614 -0.154 -0.003 -0.110
H -7.7675 27.8041 -30.0302 0.256 -0.465 -0.139
H -7.9044 27.8086 -28.3300 -0.222 -0.450 0.230
H -9.5671 26.2317 -30.0937 0.116 -0.024 0.100
```
Forces are in eV/Å.



No. 3
Below is a structure of composition C21H57N3O19P4 in a non-equilibrium geometry, with properties calculated with ωB97M-V with the def2-TZVPD basis set.

The total charge is 0. The value obtained for the total energy is -103237.837 eV. The value obtained for the HOMO energy is -8.76 eV.

The geometry in XYZ format:
```
104
Properties=species:S:1:pos:R:3:forces:R:3
C -4.6693 2.4757 4.1943 0.879 0.171 0.642
O -4.1296 1.3539 4.9401 -1.109 0.450 0.263
P -2.6547 1.5032 5.4751 0.163 -1.420 -0.152
O -2.2621 0.4462 6.4266 -0.177 0.492 -0.493
O -1.8997 1.5351 4.0715 0.552 -1.050 0.612
C -2.1382 0.1838 3.5261 -0.140 1.031 -0.466
O -2.5204 2.9460 5.9954 0.634 1.289 1.133
C -1.5983 3.1781 7.1587 -1.757 0.006 -1.633
H -4.8592 3.2721 4.8971 -0.423 0.233 0.350
H -5.6082 2.1496 3.7531 0.380 0.044 -0.391
H -3.8714 2.9087 3.5566 -0.786 -0.634 -0.380
H -2.5392 -0.4725 4.2963 -0.085 -0.103 -0.275
H -1.2139 -0.2035 3.1666 0.742 -0.107 -0.272
H -2.8228 0.3738 2.7048 -0.171 -0.543 -0.090
H -0.7392 3.6057 6.7051 0.883 0.509 0.033
H -1.4026 2.2145 7.5817 0.121 -0.264 0.647
H -2.1699 3.8756 7.7561 0.347 -0.043 0.442
C 1.1990 -3.5550 -1.7407 1.491 -0.542 -1.479
O -0.0335 -3.9534 -1.1925 -0.484 0.198 -0.190
P -0.0049 -4.3423 0.3134 0.392 -0.576 2.143
O 1.1040 -5.2422 0.6943 -0.948 0.525 -0.118
O -1.4656 -4.9334 0.5477 1.199 -0.470 0.024
C -2.6131 -4.1316 0.3325 0.182 -0.140 -0.728
O -0.0002 -2.9298 1.0994 -0.318 -0.953 -0.905
C 0.2936 -2.9713 2.5318 -0.801 0.515 -1.475
H 0.9845 -3.3612 -2.7885 0.125 0.419 -0.006
H 1.9952 -4.3420 -1.7446 -0.924 0.269 0.379
H 1.6261 -2.6938 -1.2477 -0.120 0.452 0.097
H -2.3926 -3.3927 -0.4361 -0.358 -0.118 -0.381
H -2.7953 -3.5688 1.2196 -0.613 0.194 0.795
H -3.4121 -4.8339 0.0481 0.142 0.645 0.185
H 1.2977 -3.2731 2.6062 1.168 -0.114 0.595
H -0.3594 -3.6635 3.0222 -0.466 -0.375 0.370
H 0.1142 -1.9494 2.8140 0.263 0.120 0.566
C -3.1041 -0.1230 -4.5061 -0.991 0.795 -0.929
O -3.5752 1.2775 -4.7969 0.956 -0.419 1.823
P -3.2663 2.3460 -3.6003 -1.142 0.909 -2.595
O -3.1839 1.7916 -2.2613 0.218 -0.412 0.855
O -4.4262 3.4586 -3.7763 -0.039 -0.916 0.131
C -5.7077 3.1730 -3.0934 1.480 0.541 -0.070
O -2.0228 3.1223 -4.1981 -0.236 0.172 0.308
C -1.4308 4.3369 -3.5653 -0.290 -2.900 -0.427
H -2.4616 -0.4242 -5.3467 -0.013 0.221 0.530
H -4.0052 -0.7508 -4.5314 0.291 0.196 0.125
H -2.6356 -0.1785 -3.5257 0.131 -0.005 -0.204
H -6.3550 4.0362 -3.3222 0.292 -0.555 0.328
H -5.4152 3.0626 -2.0393 -0.752 0.167 -0.191
H -6.1098 2.2402 -3.4701 -0.232 -0.057 -0.098
H -0.9418 3.9089 -2.6747 0.500 0.894 -0.537
H -2.2144 4.9817 -3.2679 -0.708 0.894 0.119
H -0.8513 4.6822 -4.4154 0.487 0.509 0.705
C 0.3776 1.5019 -5.9163 -1.749 -0.841 0.483
O 1.6574 0.9154 -5.9952 0.446 0.606 -0.493
P 2.0798 -0.3292 -5.1354 -0.135 -1.197 -0.001
O 3.3441 -0.9120 -5.5803 -0.129 0.228 0.057
O 1.9415 0.0909 -3.6315 -0.962 0.047 -0.175
C 2.9194 0.8363 -2.9626 1.818 -0.849 1.052
O 0.8194 -1.3079 -5.1382 0.428 0.847 0.361
C 0.6961 -2.3969 -6.0333 0.170 -0.578 1.100
H 0.1733 1.9968 -4.9522 0.336 -0.170 -0.319
H -0.3919 0.6996 -6.0411 0.464 0.591 0.203
H 0.1991 2.1943 -6.7277 0.501 0.219 -0.157
H 3.3472 1.6315 -3.5671 0.043 0.017 -0.112
H 3.6947 0.1088 -2.6121 -0.241 0.839 -0.454
H 2.5151 1.2322 -2.0445 -0.495 0.275 0.109
H 1.6332 -2.9760 -6.0940 -0.511 0.116 0.102
H 0.4163 -2.0434 -6.9856 -0.252 0.343 -1.348
H -0.1467 -2.9344 -5.5958 0.297 -0.546 -0.344
C 1.9798 -0.0779 4.1247 -0.785 -0.829 0.767
O 2.3811 -1.0949 3.5823 0.541 0.492 -0.221
N 2.3566 1.1884 3.9489 0.359 -0.277 0.111
C 1.6323 2.2552 4.6103 -0.892 0.604 -0.398
C 3.3876 1.4800 2.9816 0.266 0.122 -0.681
H 1.2063 -0.1619 4.9117 -0.095 0.082 -0.059
H 2.2335 2.7554 5.4131 -0.408 -0.291 -0.755
H 0.6741 1.8622 5.0554 1.087 0.260 -0.414
H 1.3085 2.9827 3.8074 0.388 -0.491 1.016
H 3.8373 2.4139 3.2825 0.198 0.443 -0.092
H 4.1768 0.7212 3.0376 -0.337 0.004 -0.108
H 3.0344 1.5559 1.9143 0.129 -0.158 1.174
C 5.1408 -1.4408 0.3320 0.003 -0.284 -0.293
O 4.2269 -0.6866 0.0295 0.432 -0.226 0.039
N 5.0152 -2.6603 0.8910 -0.729 -0.372 0.151
C 6.1559 -3.4109 1.3359 -0.635 0.701 0.581
C 3.7389 -3.3001 1.2160 -0.505 -0.018 -1.029
H 6.2272 -1.2545 0.1111 -0.620 0.342 0.134
H 6.2551 -3.3528 2.4096 0.022 -0.099 0.500
H 7.0399 -3.0355 0.9104 1.226 0.531 -0.654
H 6.0273 -4.4176 1.0512 -0.006 -1.305 -0.310
H 3.7668 -4.3893 0.9908 0.123 0.756 -0.020
H 3.4723 -3.1885 2.2502 0.074 0.206 0.648
H 2.9204 -2.8465 0.6306 0.515 -0.130 0.215
C 0.6097 0.4073 0.7476 1.665 -0.762 -0.066
O 0.7175 0.9088 1.8487 -0.393 -0.072 0.078
N -0.1144 0.9137 -0.2480 -0.791 1.057 -0.171
C -0.4307 0.1290 -1.3727 -0.545 -1.778 -1.455
C -0.9535 2.0806 -0.0657 -0.575 0.222 0.366
H 1.2423 -0.4844 0.3983 -0.831 0.744 0.635
H -1.5108 -0.0096 -1.4630 -0.162 0.684 -0.189
H -0.1686 -0.9149 -1.2022 0.747 -0.013 0.001
H 0.0056 0.4473 -2.3403 -0.283 0.058 0.580
H -0.5937 2.6774 0.7565 0.442 0.217 0.149
H -1.0214 2.6798 -0.9857 0.168 -0.369 0.314
H -1.9848 1.8109 0.2179 0.244 -0.142 -0.326
```
Forces are in eV/Å.